C6H10O | the ωB97M-V functional and the def2-TZVPD basis

Output
Relative energy (zero: lowest compared OMol25 entry of this formula, charge and spin): 38.01 kcal/mol
LUMO energy: 1.04 eV
Highest occupied orbital energy: -10.007 eV
Net charge: 0
SMILES: C[C@H]1C[C@]2(CO2)C1
Electronic energy: -8429.5922 eV

Last column: Mulliken charge in e.
Positions of all 17 atoms, in Å:
1 C -2.28698 -0.25127 0.12032  -1.46
2 C -0.89128 0.15893 -0.34541  0.43
3 C 0.07787 1.02370 0.55450  -0.80
4 C 1.14736 0.00974 0.17860  0.77
5 C 2.43356 0.22757 -0.46955  -0.45
6 O 2.33493 -0.25377 0.87311  -0.56
7 C 0.12858 -1.00772 -0.26688  -0.82
8 H -2.22837 -0.54095 1.17661  0.35
9 H -3.03622 0.53674 0.01058  0.37
10 H -2.66996 -1.13772 -0.41179  0.31
11 H -0.86244 0.79086 -1.22505  0.29
12 H 0.31380 2.05985 0.26086  0.28
13 H -0.22607 1.01699 1.60138  0.24
14 H 2.78605 -0.51396 -1.18946  0.23
15 H 2.83825 1.23128 -0.59099  0.24
16 H -0.15047 -1.64083 0.58584  0.22
17 H 0.37109 -1.65728 -1.11572  0.32

=====

C30H62FN2O2S2 | the ωB97M-V functional and the def2-TZVPD basis

Output
Relative energy (zero: lowest compared OMol25 entry of this formula, charge and spin): 0.00 kcal/mol
LUMO energy: -2.53 eV
Highest occupied orbital energy: -10.756 eV
Net charge: +1
Electronic energy: -63569.4493 eV

Last column: Mulliken charge in e.
Positions of all 99 atoms, in Å:
1 C -0.74569 7.11003 1.28953  -1.17
2 C 0.75102 6.80646 1.32996  -0.27
3 C 1.48627 6.88404 -0.03817  -0.51
4 C 0.61023 6.88212 -1.28510  -0.58
5 C 1.43930 6.50624 -2.51824  -1.24
6 C 1.83865 5.03876 -2.57523  -0.73
7 C 0.67059 4.05534 -2.62190  -0.45
8 C 1.15309 2.64298 -2.24840  -0.82
9 C 0.28528 1.55402 -2.84659  -0.64
10 C 0.42883 0.20265 -2.13758  -1.06
11 C -0.19825 0.26443 -0.74349  -0.32
12 C -0.10040 -1.07877 -0.04962  -0.55
13 N -0.51094 -1.06443 1.40881  0.87
14 F 0.63143 -0.68416 2.11512  -0.25
15 C -1.55595 -0.03775 1.71796  -0.66
16 C -2.25394 -0.20341 3.05417  -0.50
17 C -3.43640 0.80210 3.11111  -1.13
18 C -3.07770 2.14925 3.74187  -0.92
19 C -2.21314 3.07660 2.86705  -0.40
20 C -0.74548 3.13229 3.34676  -1.00
21 C -0.85496 -2.43882 1.85687  -0.88
22 C 0.20467 -3.49363 1.46851  -0.57
23 C 0.32927 -4.52212 2.59705  -1.40
24 S 0.58113 -6.19468 1.94717  -0.19
25 C 2.27740 -6.50878 2.43001  0.20
26 S 3.39312 -5.31902 2.32040  -0.28
27 N 2.48703 -7.80289 2.79374  0.09
28 C 3.90062 -8.14010 2.99508  -0.90
29 C 4.02345 -9.59964 3.40568  -0.59
30 O 3.16119 -9.97847 4.47657  -0.38
31 C 2.47470 -8.90062 5.03206  -0.69
32 C 1.65394 -8.16443 3.99126  -0.40
33 H -1.13881 7.07448 2.30235  0.41
34 H -0.93252 8.07195 0.83227  0.38
35 H -1.25664 6.34589 0.71184  0.23
36 H 1.20382 7.54768 1.98479  0.28
37 H 0.93223 5.83236 1.77400  0.16
38 H 2.24582 6.10887 -0.06625  0.27
39 H 2.02586 7.82730 -0.04574  0.31
40 H -0.23746 6.21098 -1.21732  0.38
41 H 0.22804 7.88264 -1.45590  0.42
42 H 2.35706 7.09306 -2.45839  0.38
43 H 0.95117 6.81145 -3.43913  0.40
44 H 2.42968 4.85261 -3.46941  0.43
45 H 2.48356 4.77067 -1.74163  0.36
46 H -0.11555 4.31358 -1.91534  0.25
47 H 0.22541 4.04516 -3.61525  0.36
48 H 1.19941 2.60557 -1.16208  0.27
49 H 2.18401 2.56941 -2.58720  0.47
50 H 0.61988 1.39454 -3.86569  0.43
51 H -0.77243 1.80570 -2.83478  0.41
52 H -0.08953 -0.55341 -2.72396  0.23
53 H 1.47230 -0.10109 -2.05599  0.48
54 H 0.39344 0.97406 -0.17241  0.26
55 H -1.21303 0.62781 -0.86339  0.26
56 H 0.92583 -1.40186 -0.11890  0.33
57 H -0.75686 -1.79014 -0.53545  0.42
58 H -2.30180 -0.05554 0.93829  0.53
59 H -1.03642 0.90545 1.73623  -0.15
60 H -2.68397 -1.18884 3.19954  0.51
61 H -1.60845 0.02827 3.89464  0.49
62 H -3.78650 1.00089 2.09880  0.37
63 H -4.27530 0.35673 3.62965  0.43
64 H -4.01992 2.65966 3.92314  0.38
65 H -2.64780 1.96214 4.72282  0.43
66 H -2.23752 2.72203 1.84032  0.35
67 H -2.63666 4.07243 2.85361  0.49
68 H -0.62131 2.67784 4.32121  0.34
69 H -0.41462 4.16170 3.41691  0.26
70 H -0.05553 2.62279 2.67409  0.17
71 H -0.95920 -2.47609 2.92739  0.71
72 H -1.77981 -2.70558 1.35995  0.35
73 H -0.03428 -3.97475 0.53183  0.59
74 H 1.16791 -3.00035 1.41074  0.34
75 H 1.13175 -4.26195 3.27317  0.54
76 H -0.57373 -4.57843 3.19940  0.62
77 H 4.38411 -7.50022 3.72651  0.45
78 H 4.41448 -8.01937 2.04712  0.55
79 H 5.05410 -9.76945 3.71293  0.31
80 H 3.78086 -10.23829 2.56312  0.34
81 H 3.14325 -8.19459 5.53305  0.34
82 H 1.79069 -9.24723 5.79764  0.42
83 H 1.20214 -7.29650 4.45718  0.35
84 H 0.83189 -8.79575 3.66208  0.28
85 C -1.12666 -1.77991 -5.50659  -1.18
86 C -1.85216 -0.48917 -5.16472  -0.01
87 O -1.42031 0.62913 -5.91224  -0.33
88 C -1.57709 0.54140 -7.32130  -0.37
89 C -3.01455 0.35580 -7.77325  -1.02
90 H -0.04946 -1.65924 -5.37517  0.28
91 H -1.46968 -2.58898 -4.85931  0.38
92 H -1.29994 -2.08569 -6.53797  0.39
93 H -1.65644 -0.23540 -4.12167  -0.07
94 H -2.93690 -0.61700 -5.25476  0.32
95 H -0.93613 -0.24830 -7.72753  0.31
96 H -1.19430 1.48261 -7.71500  0.32
97 H -3.44045 -0.58238 -7.41431  0.26
98 H -3.06721 0.34780 -8.86174  0.39
99 H -3.64014 1.16745 -7.39929  0.29

=====

C5H19NO5 | the ωB97M-V functional and the def2-TZVPD basis

Output
Relative energy (zero: lowest compared OMol25 entry of this formula, charge and spin): 68.25 kcal/mol
LUMO energy: 0.65 eV
Highest occupied orbital energy: -9.304 eV
Net charge: 0
SMILES: CC(C)CNC=O.O.O.O.O
Electronic energy: -17218.3013 eV

Last column: Mulliken charge in e.
Positions of all 30 atoms, in Å:
1 O -1.82942 1.15662 1.01228  -0.53
2 C -1.30089 0.92884 2.05768  -0.02
3 N -0.34650 -0.18553 2.02279  -0.06
4 C 0.02730 -0.90137 0.74404  -0.15
5 C 1.48181 -0.76999 0.54758  0.90
6 C 1.76163 -1.22971 -0.94223  -1.56
7 C 2.27194 -1.70198 1.48883  -1.38
8 H -1.57360 1.22419 3.14746  0.27
9 H 0.50655 -0.25125 2.56928  0.24
10 H -0.26883 -2.02274 0.83219  0.30
11 H -0.68919 -0.77731 -0.16284  -0.25
12 H 1.81121 0.32306 0.41115  0.03
13 H 1.33901 -0.65556 -1.87936  0.07
14 H 2.80950 -1.16019 -1.18300  0.50
15 H 1.48197 -2.29015 -1.00445  0.41
16 H 3.09339 -2.13017 0.90901  0.42
17 H 1.70387 -2.66449 1.68741  0.28
18 H 2.31095 -1.18674 2.39549  0.46
19 H -2.63190 0.15741 -0.43463  0.36
20 H -3.66543 0.74664 -1.52727  0.27
21 O -2.89169 0.16259 -1.32980  -0.60
22 H -0.16598 -0.42738 -3.43214  0.29
23 H -1.68151 -0.68098 -2.93480  0.32
24 O -1.04618 -0.00701 -3.46353  -0.65
25 H 0.35628 3.41714 1.18937  0.35
26 H 0.43783 2.00090 0.67502  0.23
27 O 0.34350 2.48800 1.55627  -0.59
28 H -1.38558 1.33092 -1.41312  0.46
29 H -1.13488 2.80035 -2.23953  0.26
30 O -1.12514 2.30592 -1.29915  -0.63

=====

C24H25FeN6O7SSe | the ωB97M-V functional and the def2-TZVPD basis

Output
Relative energy (zero: lowest compared OMol25 entry of this formula, charge and spin): 27.38 kcal/mol
2S+1: 5
LUMO energy (spin up / spin down): 2.09 / 2.08 eV
Highest occupied orbital energy (spin up / spin down): -5.065 / -5.067 eV
Net charge: -1
Electronic energy: -159138.1751 eV

Last column: Mulliken charge in e.
Positions of all 65 atoms, in Å:
1 Fe 0.94601 0.46694 -0.31931  1.03
2 O 1.16504 5.06617 -4.26751  -0.46
3 C 0.51122 4.60659 -3.23292  0.61
4 O 0.83528 4.84350 -2.08109  -0.58
5 C -0.73595 3.80604 -3.54490  -0.38
6 O -0.59728 2.46149 -3.11520  -0.31
7 C 0.30851 1.56323 -3.75465  -0.66
8 C 1.70498 1.31219 -3.11873  0.67
9 O 2.65453 1.30676 -3.92400  -0.71
10 O 1.84636 1.20519 -1.86737  -0.70
11 H 1.99058 5.40007 -3.90268  0.35
12 H -1.01091 3.92660 -4.63041  0.29
13 H -1.49542 4.23470 -2.88642  0.27
14 H 0.52851 1.84305 -4.78239  0.30
15 H -0.16004 0.57182 -3.78876  0.34
16 O 5.29160 -5.21123 0.61824  -0.49
17 C 3.92608 -5.52574 0.60029  0.48
18 O 3.50059 -6.64030 0.81027  -0.55
19 C 2.92293 -4.42719 0.26130  0.78
20 C 1.65191 -4.52417 0.86936  -0.72
21 C 0.69031 -3.56541 0.60452  -0.70
22 C 0.95139 -2.56537 -0.34450  0.16
23 S -0.30486 -1.42972 -0.62625  -0.35
24 C 2.23503 -2.49534 -0.94052  -0.20
25 C 3.26638 -3.37433 -0.58968  -0.92
26 H 5.34780 -4.21918 0.57865  0.32
27 H 1.47687 -5.36506 1.59535  0.33
28 H -0.28598 -3.66252 1.06036  0.48
29 H 2.45774 -1.66850 -1.68336  0.31
30 H 4.24172 -3.28438 -1.09439  0.44
31 N -2.70394 4.67555 2.65029  -0.59
32 C -1.68644 4.27906 2.23306  0.51
33 N -0.48640 3.76834 1.98730  -0.69
34 C -0.34036 2.76890 1.16004  0.82
35 N -0.09181 1.81225 0.52379  -0.56
36 C -4.59671 -0.60742 1.85660  -0.95
37 N -4.53638 -1.04327 0.46385  0.30
38 C -4.43180 -2.35719 -0.06757  -0.48
39 C -4.45898 -2.28272 -1.41139  -0.45
40 N -4.61581 -0.90204 -1.73052  0.16
41 C -4.62887 -0.29146 -3.10975  -0.88
42 C -4.58582 -0.15852 -0.57938  -0.01
43 Se -4.71110 1.68690 -0.59212  -0.37
44 H -3.55060 -0.48954 2.23420  0.28
45 H -5.10921 -1.34273 2.52061  0.32
46 H -5.14726 0.31625 1.93414  0.35
47 H -4.37811 -3.24432 0.59687  0.38
48 H -4.46536 -3.03572 -2.20403  0.42
49 H -5.03926 0.71217 -2.97813  0.28
50 H -5.33940 -0.81726 -3.78267  0.32
51 H -3.64843 -0.28160 -3.61192  0.28
52 N 2.71671 0.85807 1.15319  -0.32
53 C 2.36948 0.92179 2.61226  0.39
54 C 2.85468 1.91264 3.44714  -0.32
55 C 2.65930 1.86384 4.83142  -0.57
56 C 1.91399 0.82087 5.37219  -0.33
57 C 1.34073 -0.15592 4.51854  -0.69
58 C 1.68892 -0.15768 3.17101  0.10
59 H 3.18236 1.74471 0.91121  0.25
60 H 3.45560 0.15219 1.00976  0.22
61 H 3.48337 2.75785 3.06287  0.20
62 H 3.08628 2.69302 5.42118  0.33
63 H 1.77803 0.70887 6.45417  0.34
64 H 0.75944 -0.98475 4.97047  0.35
65 H 1.40220 -0.95701 2.46804  0.16